No. 1
13
Properties=species:S:1:pos:R:3:lowdin_charge:R:1 method="wB97M-V/def2-TZVPD" gap_ev=8.54 e_homo_ha=-0.4798 lumo_ev=-4.51 max_force_ev_per_a=6.10 total_charge=+1 e_above_lowest_ev=4.5149
S 1.91 1.46 -0.23 0.816
N 0.02 -0.73 -1.44 0.026
N 0.72 0.94 2.05 0.063
C 0.94 0.72 0.78 -0.743
C -1.20 -0.27 -0.87 -0.120
C -0.27 -1.04 -0.13 -0.091
H 0.64 0.04 -1.73 0.087
H 1.28 1.59 2.54 0.109
H -2.11 -0.77 -1.20 0.139
H -1.34 0.78 -0.56 0.136
H -0.31 -1.90 0.53 0.142
H -0.04 -1.54 -2.23 0.271
H -0.23 0.72 2.48 0.164

=====

No. 2
77
Properties=species:S:1:pos:R:3:lowdin_charge:R:1 method="wB97M-V/def2-TZVPD" gap_ev=7.67 e_homo_ha=-0.2763 lumo_ev=0.15 max_force_ev_per_a=9.19 total_charge=0 e_above_lowest_ev=1.0382
O 2.68 -2.26 -2.26 -0.153
O 0.14 0.46 0.24 -0.138
O 1.97 0.23 -3.24 -0.160
O -4.22 -0.30 -0.89 -0.070
O -0.44 -1.26 -1.85 -0.112
O -0.86 2.67 1.75 -0.147
O -3.83 2.56 -2.52 -0.123
O 1.05 2.71 -2.48 -0.147
O -0.56 -2.73 1.64 -0.113
O -3.24 1.19 4.39 -0.102
O 0.97 0.04 3.55 -0.090
N -4.30 -0.44 3.10 0.183
N -1.62 3.38 -2.45 0.124
N -2.10 1.36 -1.68 0.162
N 0.31 -3.44 3.69 0.184
N -1.10 -1.75 3.65 0.145
N -2.41 -1.25 0.18 0.147
N -2.25 0.19 2.49 0.123
N -4.32 -1.97 0.80 0.105
C -0.45 -2.67 3.01 -0.639
C -3.65 -1.15 0.02 -0.636
C 0.41 3.11 2.00 -0.169
C 1.42 -0.14 0.29 -0.148
C 2.11 3.18 -1.63 -0.095
C 3.43 1.38 -4.90 -0.060
C -0.47 -2.64 -1.87 -0.125
C 3.83 -2.12 -1.54 -0.162
C -3.27 0.33 3.33 -0.607
C -2.54 2.43 -2.18 -0.697
C 2.09 -0.74 3.73 -0.166
C 2.81 -0.01 -4.43 -0.210
H 0.03 0.74 1.18 0.051
H -1.76 -0.78 -0.51 0.116
H -2.92 0.71 -1.48 0.087
H 2.50 -1.41 -2.61 -0.021
H 3.66 -2.59 -0.62 0.066
H 1.61 -1.06 0.88 0.085
H -0.88 -1.54 4.65 0.157
H -1.59 1.00 2.67 0.129
H 3.79 1.95 -3.99 0.081
H 4.12 1.35 -5.79 0.086
H -0.53 -3.04 -2.85 0.082
H 3.80 -0.99 -1.46 0.103
H 0.46 -2.86 -1.32 0.088
H -1.22 1.31 -1.13 0.094
H 2.92 -0.08 3.94 0.094
H 2.90 3.62 -2.30 0.094
H -5.37 -1.90 0.73 0.165
H 0.27 -1.00 -2.36 0.008
H 0.32 4.16 2.23 0.086
H 1.09 0.51 -3.64 0.137
H 2.29 -0.55 -5.21 0.114
H -0.59 3.28 -2.30 0.064
H -1.75 -1.04 3.18 0.042
H 2.07 0.61 0.71 0.076
H -1.23 -3.03 -1.30 0.049
H 0.99 2.85 1.09 0.080
H -5.01 -0.47 3.79 0.112
H 1.75 -0.27 -0.75 0.054
H 2.29 -1.26 2.85 0.049
H 1.42 1.95 -2.87 -0.011
H 1.77 3.99 -1.01 0.075
H 3.59 -0.74 -4.04 0.122
H 0.58 -3.39 4.67 0.128
H 2.37 2.31 -1.04 0.071
H 4.60 -2.60 -2.21 0.103
H -2.27 -0.24 1.54 0.087
H 2.01 -1.46 4.53 0.068
H -3.97 -2.69 1.56 0.189
H -2.08 -1.96 0.81 0.069
H -4.45 -1.07 2.29 0.055
H -1.47 3.27 2.24 0.129
H 0.71 2.60 2.92 0.084
H 2.62 2.08 -5.17 0.068
H -2.00 4.24 -2.92 0.123
H 0.64 -4.24 3.18 0.127
H 0.34 -0.59 3.32 -0.021

=====

No. 3
19
Properties=species:S:1:pos:R:3:lowdin_charge:R:1 method="wB97M-V/def2-TZVPD" gap_ev=6.52 e_homo_ha=-0.4367 lumo_ev=-5.36 max_force_ev_per_a=4.56 total_charge=+1 e_above_lowest_ev=1.9894
I -1.41 3.12 3.27 1.026
S 2.17 -0.51 -0.52 0.666
N -0.93 1.92 0.59 0.074
N -1.79 0.37 1.98 0.005
C -1.44 1.63 1.78 -0.778
C -2.01 -0.57 0.97 -0.117
C -2.34 0.25 -0.38 -0.080
C -1.26 1.30 -0.50 -0.026
C 3.38 -0.73 0.73 -0.511
H -2.18 0.09 2.90 0.162
H -1.01 -1.03 0.83 0.125
H 3.53 -1.78 1.16 0.079
H -3.30 0.78 -0.31 0.141
H 2.73 -1.17 -1.44 -0.196
H -2.85 -1.31 1.36 0.190
H -0.67 1.34 -1.42 0.141
H 3.09 -0.07 1.53 0.022
H -2.38 -0.27 -1.27 0.089
H 4.29 -0.44 0.37 -0.011

=====

No. 4
92
Properties=species:S:1:pos:R:3:lowdin_charge:R:1 method="wB97M-V/def2-TZVPD" gap_ev=7.62 e_homo_ha=-0.4530 lumo_ev=-4.70 max_force_ev_per_a=7.44 total_charge=+1
S -4.05 1.60 1.04 1.043
F 2.61 2.20 5.48 0.091
F 5.94 1.09 0.90 0.072
F -0.61 1.84 -4.03 0.066
F -1.21 1.29 -7.85 0.076
F -3.36 -8.87 5.39 0.088
F -5.08 4.83 5.72 0.088
F 2.50 0.65 -9.68 0.079
F 1.64 -3.10 3.65 0.092
O -1.64 -0.47 5.06 0.137
O 1.99 -2.71 -10.08 0.079
O -1.85 -7.53 4.39 0.155
O -6.21 2.99 6.33 0.153
O 0.41 3.40 1.82 0.130
O 0.28 2.63 -8.86 0.135
O -6.97 2.35 4.30 0.060
O -7.68 1.27 6.16 0.190
O 2.22 -3.42 -7.94 0.173
O 4.51 1.81 -0.69 0.133
O 1.18 2.90 3.90 0.147
O 2.59 -1.25 -8.48 0.128
O 2.23 2.06 2.08 0.074
O 1.28 3.48 -7.02 0.082
O 1.79 4.30 -9.08 0.171
O -0.85 -2.42 5.90 0.093
O 3.77 2.33 -2.76 0.162
O 5.55 0.97 -2.50 0.088
O 0.18 -1.47 4.14 0.102
O 1.71 -1.53 -2.32 0.176
O -0.86 -6.68 6.23 0.077
O 1.28 0.53 -1.49 0.058
O -0.33 -5.87 4.19 0.140
O 0.34 -0.11 -3.43 0.148
C -1.86 -7.60 6.67 -0.060
C -5.36 3.56 5.36 -0.326
C -0.84 -1.38 5.04 -0.530
C 2.26 -2.54 -8.76 -0.527
C -2.74 0.75 2.08 -0.400
C -1.50 0.17 1.20 -0.106
C -2.08 -8.44 5.46 -0.319
C 0.16 -3.33 5.46 -0.057
C -3.53 3.40 0.79 -0.294
C -6.19 3.52 4.11 -0.079
C 1.18 3.54 -8.38 -0.529
C 2.99 1.69 3.22 -0.058
C 6.31 0.58 -1.36 -0.061
C 2.02 -1.43 -10.67 -0.065
C 0.60 1.66 -2.02 -0.069
C 5.32 0.73 -0.25 -0.324
C 4.54 1.76 -2.05 -0.518
C 0.07 1.72 -7.80 -0.323
C -7.02 2.12 5.65 -0.521
C 0.30 2.56 -6.58 -0.078
C 2.88 -0.66 -9.73 -0.320
C 1.21 2.84 2.54 -0.528
C -0.96 -6.62 4.88 -0.506
C -0.36 1.02 -2.97 -0.316
C -3.09 4.63 1.04 0.120
C 1.16 -0.47 -2.41 -0.524
C 1.06 -2.43 4.68 -0.316
C 2.00 1.84 4.33 -0.320
H -1.50 -8.18 7.52 0.148
H -2.75 -7.05 6.98 0.152
H -6.85 4.39 4.02 0.156
H -4.43 2.98 5.30 0.175
H -2.60 5.61 1.40 0.107
H -2.31 1.49 2.86 0.115
H -0.30 -4.11 4.84 0.107
H 1.31 2.32 -2.51 0.136
H 0.66 -3.80 6.30 0.156
H -1.83 -0.22 0.15 0.091
H 0.09 2.21 -1.23 0.134
H -0.60 3.11 -6.27 0.145
H 4.70 -0.15 -0.08 0.178
H 0.76 0.88 -7.89 0.158
H 6.68 -0.44 -1.46 0.148
H -0.69 0.97 1.01 0.078
H 3.37 0.67 3.12 0.146
H 7.17 1.26 -1.26 0.152
H 1.00 -1.03 -10.74 0.150
H 1.39 0.95 4.50 0.162
H 3.95 -0.73 -9.93 0.179
H -1.31 0.71 -2.52 0.167
H 1.83 -1.94 5.28 0.176
H 0.66 1.98 -5.73 0.123
H 2.44 -1.46 -11.68 0.146
H 3.84 2.37 3.32 0.155
H -3.25 -0.15 2.58 0.112
H -5.22 1.66 1.83 0.028
H -5.58 3.44 3.21 0.101
H -1.39 -9.29 5.36 0.181
H -1.08 -0.77 1.74 0.100

=====

No. 5
40
Properties=species:S:1:pos:R:3:lowdin_charge:R:1 method="wB97M-V/def2-TZVPD" gap_ev=11.19 e_homo_ha=-0.4005 lumo_ev=0.29 max_force_ev_per_a=1.82 total_charge=0 e_above_lowest_ev=0.7137
Cl 18.52 5.07 25.79 0.459
Cl 17.87 -0.63 24.07 0.512
Cl 15.91 -2.76 23.67 0.509
Cl 21.42 -2.75 17.34 0.524
Cl 16.32 -5.20 19.45 0.522
Cl 21.76 -4.09 20.06 0.453
Cl 16.29 -0.85 21.64 0.524
Cl 19.17 5.89 23.16 0.534
Cl 20.50 3.56 24.12 0.518
Cl 14.79 -7.47 18.40 0.537
Cl 14.36 -6.54 21.09 0.538
Cl 21.28 -1.37 19.91 0.486
C 11.09 -1.02 22.06 -0.125
C 14.81 -6.08 19.47 -1.607
C 11.14 -1.94 20.87 -0.270
C 8.52 -3.55 18.17 -0.243
C 7.65 -2.46 17.45 -0.112
C 22.08 -2.65 18.98 -1.482
C 9.83 -3.03 18.86 -0.222
C 9.73 -2.17 20.17 -0.197
C 19.00 4.47 24.13 -1.528
C 17.11 -1.73 22.90 -1.568
H 17.88 -2.37 22.46 0.018
H 8.27 -1.90 16.75 0.064
H 10.32 -3.92 19.24 0.093
H 11.61 -2.87 21.19 0.096
H 23.15 -2.48 18.92 0.020
H 14.05 -5.40 19.08 0.009
H 10.48 -0.16 21.77 0.068
H 7.25 -1.77 18.18 0.059
H 10.53 -1.46 22.89 0.072
H 12.07 -0.70 22.44 0.068
H 8.81 -4.21 17.35 0.093
H 9.05 -2.64 20.88 0.105
H 11.78 -1.58 20.07 0.098
H 18.25 3.75 23.79 0.017
H 9.29 -1.21 19.90 0.098
H 10.47 -2.58 18.11 0.103
H 6.83 -2.93 16.90 0.061
H 7.93 -4.04 18.95 0.097

=====

No. 6
9
Properties=species:S:1:pos:R:3:lowdin_charge:R:1 method="wB97M-V/def2-TZVPD" gap_ev="8.76 / 6.24" e_homo_ha="-0.7809 / -0.7509" lumo_ev="-12.49 / -14.20" max_force_ev_per_a=7.92 total_charge=+2 e_above_lowest_ev=5.3345
In 2.72 -0.41 0.46 1.588
F -0.92 1.77 -0.45 0.090
O 1.48 0.93 0.18 -0.053
O 0.59 -1.04 -0.65 -0.109
C 0.38 0.65 -0.33 -0.142
C -0.72 -1.19 -0.01 0.165
C -0.88 0.24 0.30 0.088
H -1.22 0.56 1.28 0.191
H -1.44 -1.51 -0.78 0.182

=====

No. 7
86
Properties=species:S:1:pos:R:3:lowdin_charge:R:1 method="wB97M-V/def2-TZVPD" gap_ev="5.05 / 8.10" spin_multiplicity=3 e_homo_ha="-0.1829 / -0.2937" s2=2.030 lumo_ev="0.07 / 0.11" max_force_ev_per_a=1.92 total_charge=0 e_above_lowest_ev=1.3866
Se 4.69 -0.04 4.81 0.423
Se -0.46 0.89 2.22 0.529
Ti 0.22 0.25 -0.13 0.694
P 4.95 -1.28 3.13 0.567
P 1.49 0.45 3.06 0.686
O 1.16 1.69 -0.93 -0.045
O -1.47 0.81 -0.84 -0.239
O -3.60 0.23 -1.35 0.065
N 1.57 3.30 -2.35 0.101
N 2.85 -1.29 -0.12 -0.006
N 1.94 -0.63 0.61 -0.167
N 3.89 -1.57 0.63 0.028
N -0.66 -1.57 -0.35 -0.061
C -2.47 -0.06 -1.01 -0.565
C 3.74 4.42 3.57 -0.073
C -0.73 3.10 -3.24 -0.155
C 3.66 -1.09 1.88 -0.410
C 2.43 -0.51 1.88 -0.431
C -0.94 -3.96 -0.49 -0.091
C 5.07 -3.98 2.44 -0.089
C 4.98 -3.05 3.49 -0.351
C 4.89 -3.50 4.80 -0.099
C -0.87 4.11 -0.84 -0.140
C 8.73 -1.43 1.53 -0.075
C 0.79 -2.36 6.59 -0.073
C 7.54 -1.79 2.18 -0.070
C 3.79 3.71 2.38 -0.069
C 1.60 -0.22 5.83 -0.147
C 1.16 2.89 -1.16 -0.483
C 0.75 -1.83 4.24 -0.091
C -2.00 -1.45 -0.79 -0.198
C -0.98 4.35 -2.37 -0.168
C 1.33 -1.11 6.87 -0.071
C 6.59 0.35 1.62 -0.090
C 3.10 2.51 2.25 -0.103
C 2.30 2.73 4.50 -0.101
C -0.18 -2.87 -0.23 -0.136
C 2.37 2.00 3.31 -0.392
C 4.89 -4.87 5.08 -0.077
C 1.30 -0.58 4.52 -0.382
C 2.99 3.93 4.63 -0.063
C 4.99 -5.78 4.04 -0.083
C 0.75 2.81 -3.51 -0.114
C -2.79 -2.53 -1.06 -0.026
C 7.76 0.71 0.97 -0.075
C -2.29 -3.82 -0.91 -0.079
C 6.47 -0.91 2.22 -0.349
C 8.83 -0.18 0.93 -0.083
C 5.08 -5.34 2.72 -0.075
C 0.56 3.89 -0.27 -0.078
C 0.50 -2.72 5.28 -0.063
H -0.50 -4.94 -0.38 0.100
H 4.81 -2.77 5.60 0.058
H 2.94 4.47 5.57 0.111
H 5.00 -6.85 4.25 0.104
H 1.69 2.39 5.32 0.097
H -3.80 -2.33 -1.39 0.121
H 0.84 -2.97 0.07 0.084
H 0.51 -2.11 3.23 0.105
H -2.91 -4.68 -1.12 0.093
H 7.84 1.68 0.51 0.103
H 1.63 4.31 -2.36 0.127
H -1.18 2.24 -2.74 0.098
H -1.47 3.23 -0.60 0.105
H 1.11 3.32 -4.39 0.117
H 9.56 -2.12 1.51 0.105
H 7.47 -2.77 2.65 0.103
H -0.34 5.18 -2.68 0.112
H 0.52 3.53 0.75 0.093
H 0.08 -3.69 5.06 0.109
H 9.75 0.10 0.43 0.104
H 0.93 1.75 -3.65 0.118
H 3.17 1.96 1.32 0.104
H -2.00 4.68 -2.55 0.113
H 4.29 5.35 3.68 0.107
H 5.12 -3.64 1.41 0.099
H 1.15 4.81 -0.31 0.132
H 1.57 -0.83 7.89 0.110
H -1.24 3.20 -4.19 0.114
H 5.76 1.05 1.67 0.094
H 4.82 -5.21 6.10 0.104
H 2.07 0.72 6.05 0.059
H 0.59 -3.05 7.40 0.106
H 4.37 4.09 1.54 0.108
H -1.29 4.95 -0.30 0.117
H 5.15 -6.06 1.91 0.106

=====

No. 8
115
Properties=species:S:1:pos:R:3:lowdin_charge:R:1 method="wB97M-V/def2-TZVPD" gap_ev="8.79 / 5.88" spin_multiplicity=6 e_homo_ha="-0.5906 / -0.5968" s2=8.761 lumo_ev="-7.28 / -10.36" max_force_ev_per_a=4.29 total_charge=+3
Ru 0.95 -0.08 0.26 1.448
P 1.74 1.53 -1.53 1.104
O 1.32 0.91 2.20 -0.132
N 0.86 2.89 3.25 0.080
N -0.79 -0.53 1.33 0.007
N 1.70 -1.99 0.98 0.001
N -2.10 -1.33 3.06 -0.094
N 0.09 -2.11 2.77 0.188
N 1.98 -3.41 2.78 0.211
C -0.55 -2.13 -1.90 -0.085
C 1.54 1.69 3.15 -0.446
C -0.42 -0.37 -4.47 -0.029
C 1.25 -2.81 -3.91 -0.028
C -0.90 2.16 4.81 -0.161
C 2.15 3.93 -0.10 -0.091
C 1.22 4.11 -2.46 -0.040
C -1.51 -2.79 -1.11 0.001
C -3.56 -3.01 0.27 -0.380
C 2.35 1.26 4.30 -0.086
C 1.51 -3.67 -1.44 -0.060
C 0.20 0.16 -5.63 -0.004
C -2.45 1.26 -2.23 -0.378
C 0.99 1.01 -3.05 -0.316
C 1.21 1.08 -5.48 -0.039
C -0.95 -1.31 2.42 -0.427
C 3.82 -0.17 -2.27 -0.065
C -3.28 -0.47 2.82 0.023
C -2.91 -3.90 1.31 -0.076
C 4.38 2.29 -2.29 -0.045
C -0.60 2.83 3.45 -0.137
C 3.58 1.16 -1.62 -0.671
C -2.85 -0.83 -0.84 -0.017
C 0.01 0.04 -3.19 -0.220
C -4.45 -3.90 -0.58 -0.036
C -2.27 -2.26 4.18 -0.004
C 0.51 -3.12 -2.55 -0.265
C -0.13 3.13 -0.51 -0.094
C 1.26 -2.48 2.12 -0.443
C -2.02 -0.09 -1.68 -0.147
C 1.29 3.28 -1.12 -0.654
C -3.29 2.10 -1.29 -0.076
C -0.03 1.01 5.32 -0.174
C 1.61 1.48 -4.24 -0.078
C 1.45 1.44 5.55 -0.140
C 4.12 1.11 -0.18 -0.097
C -0.80 -0.70 -2.15 -0.114
C -3.21 1.18 -3.60 0.000
C -2.62 -2.18 -0.55 -0.188
H -0.59 2.27 -0.96 0.011
H 4.17 3.19 -1.78 0.044
H -0.95 2.23 2.57 0.103
H -4.03 0.51 -3.47 0.085
H -3.79 -4.53 -1.22 0.106
H 1.91 0.91 6.38 0.127
H -2.68 -4.91 0.95 0.097
H 1.70 4.80 0.22 0.087
H 2.38 2.24 -4.18 0.092
H -2.84 2.25 -0.26 0.083
H 5.15 0.73 -0.13 0.114
H -1.74 -0.18 1.00 0.066
H 3.69 -0.15 -3.32 0.081
H 1.33 3.41 4.00 0.147
H -0.46 0.59 6.23 0.123
H -0.84 2.87 5.62 0.122
H 3.53 0.39 0.42 0.029
H -3.82 -0.37 -0.60 0.128
H -3.16 0.48 3.36 0.099
H 3.27 1.90 4.35 0.159
H 2.52 -2.51 0.61 0.084
H 4.83 -0.43 -2.07 0.097
H -1.34 -3.83 -0.90 0.126
H 3.22 4.16 -0.37 0.110
H 0.69 -2.97 -4.78 0.064
H -3.61 -4.21 2.12 0.103
H 1.68 -1.82 -3.91 0.057
H -5.07 -4.58 0.07 0.116
H 4.01 2.08 0.34 0.084
H -1.24 -1.06 -4.58 0.135
H -0.07 -4.02 -2.73 0.127
H 2.21 4.20 -2.98 0.099
H 1.44 2.50 5.84 0.119
H 2.27 3.28 0.75 0.049
H -3.63 2.17 -3.79 0.092
H 2.76 0.26 4.08 0.132
H 4.25 2.35 -3.35 0.084
H -4.35 1.64 -1.21 0.122
H -0.14 -0.13 -6.60 0.121
H -2.16 -3.27 3.77 0.087
H -3.27 -2.17 4.58 0.111
H -0.80 4.00 -0.73 0.127
H 1.94 -4.62 -1.77 0.095
H -1.48 1.69 -2.43 0.088
H 2.02 -3.58 -4.02 0.090
H -3.49 -0.21 1.80 0.071
H -3.34 3.11 -1.64 0.081
H -1.55 -2.13 5.00 0.105
H 2.29 -2.91 -1.22 0.040
H -0.04 -2.56 3.66 0.134
H -2.03 -3.49 1.81 0.038
H -1.91 1.77 4.63 0.096
H -4.15 -1.00 3.16 0.104
H -0.01 3.10 0.59 0.067
H -2.59 0.93 -4.46 0.071
H 0.97 -3.75 -0.49 0.047
H 5.43 2.13 -2.05 0.113
H 0.99 5.15 -2.19 0.108
H -5.10 -3.42 -1.22 0.062
H 2.80 -3.70 2.29 0.121
H 3.16 -0.90 -1.88 0.043
H -4.22 -2.31 0.84 0.137
H 1.72 1.44 -6.40 0.144
H 0.44 3.72 -3.11 0.079
H 1.43 -4.08 3.34 0.154
H -0.03 0.15 4.61 0.094
H -1.11 3.83 3.46 0.145